(1)
C6H10 | wB97M-V/def2-TZVPD

Bonds (Å) are listed after each position.
Positions of all 16 atoms, in Å:
1 C -1.62 -1.09 -0.80  C2 1.303, H5 1.094, H6 1.084
2 C -0.46 -1.31 -0.25  C1 1.303, C3 1.309
3 C 0.74 -1.15 0.25  C2 1.309, C4 1.504, H7 1.089
4 C 1.04 -0.87 1.70  C3 1.504, H8 1.094, H9 1.095, H10 1.097
5 H -1.78 -0.04 -1.07  C1 1.094
6 H -2.41 -1.81 -1.02  C1 1.084
7 H 1.59 -1.27 -0.42  C3 1.089
8 H 0.15 -0.50 2.23  C4 1.094
9 H 1.39 -1.78 2.19  C4 1.095
10 H 1.83 -0.12 1.80  C4 1.097
11 C -0.65 1.80 -1.07  C12 1.326, H13 1.088, H14 1.088
12 C 0.50 1.53 -0.47  C11 1.326, H15 1.088, H16 1.088
13 H -0.77 1.69 -2.15  C11 1.088
14 H -1.53 2.11 -0.51  C11 1.088
15 H 1.37 1.20 -1.02  C12 1.088
16 H 0.61 1.61 0.61  C12 1.088

Values from the calculation:
SMILES: C=C=CC.C=C
Lowest unoccupied orbital energy: 0.042 hartree
Kohn-Sham gap: 0.3769 Eh

(2)
C3H3F2N | wB97M-V/def2-TZVPD

Bonds (Å) are listed after each position.
Positions of all 9 atoms, in Å:
1 C -1.50 0.45 0.10  C3 1.432, N4 1.157
2 C 0.90 -0.03 -0.50  C3 1.506, F5 1.388, H7 1.228, H8 1.137
3 C -0.40 -0.46 0.14  C1 1.432, C2 1.506, F6 1.391
4 N -2.33 1.25 0.01  C1 1.157
5 F 1.62 0.75 0.39  C2 1.388
6 F -0.65 -1.82 -0.07  C3 1.391
7 H 0.83 0.78 -1.42  C2 1.228
8 H 1.46 -0.99 -0.77  C2 1.137
9 H 0.08 0.08 2.11  no bonds

Values from the calculation:
Lowest unoccupied orbital energy (spin up / spin down): -0.062 / -0.039 hartree
Kohn-Sham gap (spin up / spin down): 0.3386 / 0.3383 Eh

Computed relative energy (zero: lowest compared OMol25 entry of this formula, charge and spin) (eV) in order:
2.744; 4.816
Computed total energy (eV) in order:
-6381.1157; -10079.4532